1.
The following is a quantum chemistry calculation of 9 unconnected molecules or ions with the total composition C9H36N18O9 at a distorted geometry, from the Open Molecules 2025 dataset.

Geometry as XYZ:
```
72
Properties=species:S:1:pos:R:3:mulliken_charge:R:1
N 4.04 -4.72 -0.81 -0.451
C 3.39 -3.65 -1.36 0.663
N 2.05 -3.71 -1.26 -0.257
O 4.02 -2.69 -1.78 -0.756
H 5.04 -4.70 -0.79 0.240
H 3.57 -5.47 -0.33 0.147
H 1.51 -2.88 -1.46 0.111
H 1.60 -4.60 -1.16 0.188
N -4.96 0.09 0.59 -0.480
C -4.03 1.07 0.90 0.529
N -3.46 0.86 2.12 -0.211
O -3.90 2.08 0.26 -0.580
H -5.27 -0.52 1.33 0.168
H -5.56 0.26 -0.20 0.257
H -2.76 1.52 2.41 0.086
H -3.68 0.03 2.64 0.214
N 0.07 0.62 0.80 0.241
C -0.16 1.29 -0.37 0.758
N -0.26 0.40 -1.44 -0.215
O -0.36 2.48 -0.45 -0.711
H 0.39 1.13 1.61 0.063
H 0.21 -0.38 0.78 -0.037
H -0.91 0.60 -2.17 0.101
H 0.06 -0.51 -1.18 -0.185
N 3.76 -1.36 2.37 -0.470
C 3.79 -1.44 1.02 0.498
N 4.95 -1.96 0.51 -0.419
O 2.92 -0.96 0.33 -0.479
H 4.43 -1.88 2.91 0.162
H 2.98 -0.85 2.75 0.204
H 4.90 -2.07 -0.49 0.270
H 5.83 -1.80 0.96 0.216
N -2.74 -1.26 -0.24 -0.122
C -1.77 -2.09 -0.68 0.619
N -2.19 -2.82 -1.76 -0.408
O -0.70 -2.25 -0.11 -0.654
H -3.47 -0.89 -0.82 0.128
H -2.76 -1.10 0.75 0.135
H -1.57 -3.37 -2.32 0.217
H -3.17 -2.88 -1.99 0.160
N 1.58 0.75 5.11 -0.543
C 1.01 1.65 4.24 0.868
N 1.66 2.85 4.25 -0.396
O 0.05 1.37 3.54 -0.760
H 2.55 0.84 5.39 0.198
H 1.27 -0.20 5.10 0.239
H 2.42 2.91 4.89 0.173
H 1.32 3.56 3.62 0.252
N 2.42 -0.39 -2.61 -0.148
C 2.47 -0.38 -3.97 0.406
N 3.29 -1.34 -4.51 -0.375
O 1.68 0.26 -4.64 -0.758
H 1.65 0.11 -2.18 0.265
H 3.10 -0.85 -2.02 0.215
H 3.12 -1.54 -5.47 0.210
H 3.88 -1.88 -3.90 0.196
N -1.88 3.25 4.22 -0.414
C -2.73 3.88 3.34 0.475
N -3.80 4.46 3.95 -0.428
O -2.56 3.90 2.14 -0.528
H -2.35 2.86 5.01 0.195
H -1.05 2.79 3.82 0.208
H -4.54 4.83 3.39 0.246
H -3.89 4.46 4.95 0.144
N -1.05 0.96 -4.95 -0.315
C -1.90 2.00 -4.77 0.726
N -3.22 1.69 -5.05 -0.416
O -1.55 3.09 -4.39 -0.614
H -0.11 1.17 -4.64 0.228
H -1.28 0.04 -5.27 0.144
H -3.56 0.80 -5.36 0.143
H -3.87 2.45 -5.11 0.221
```

Results
SMILES: NC(N)=O.NC(N)=O.NC(N)=O.NC(N)=O.NC(N)=O.NC(N)=O.NC(N)=O.NC(N)=O.NC(N)=O
Charge: 0
Gap between HOMO and LUMO in Ha: 0.310
LUMO in eV: 0.17
Energy relative to the best compared isomer or geometry (same formula, charge and spin) in eV: 2.391

2.
The following is a quantum chemistry calculation of a molecular structure, C9H36N18O9Y at a distorted geometry, from the Open Molecules 2025 dataset.

Geometry as XYZ:
```
73
Properties=species:S:1:pos:R:3:mulliken_charge:R:1
Y -0.02 0.24 0.43 2.543
C 1.07 5.04 2.91 0.602
O 0.59 3.94 2.52 -0.637
N 0.38 6.11 2.94 -0.368
N 2.28 5.27 3.36 -0.380
H 0.61 6.94 3.48 0.194
H -0.58 6.15 2.64 0.226
H 2.87 4.47 3.19 0.250
H 2.57 6.23 3.39 0.226
C 2.26 -4.95 0.19 0.561
O 1.76 -3.85 0.16 -0.640
N 1.68 -5.98 -0.34 -0.339
N 3.45 -5.20 0.61 -0.360
H 2.26 -6.78 -0.16 0.169
H 0.69 -6.16 -0.42 0.239
H 4.07 -4.41 0.71 0.210
H 3.88 -6.12 0.67 0.182
C 4.44 3.15 -1.26 0.622
O 3.52 2.39 -0.93 -0.641
N 5.72 2.93 -1.20 -0.350
N 4.11 4.36 -1.67 -0.381
H 6.11 2.09 -0.80 0.221
H 6.35 3.69 -1.39 0.190
H 4.74 5.05 -2.06 0.180
H 3.15 4.67 -1.56 0.201
C -5.38 1.77 2.03 0.662
O -4.15 1.71 1.76 -0.643
N -5.82 1.23 3.19 -0.363
N -6.46 2.01 1.34 -0.349
H -5.20 0.91 3.92 0.202
H -6.79 1.44 3.36 0.156
H -7.35 1.99 1.82 0.179
H -6.36 2.42 0.43 0.225
C -2.52 -3.77 3.22 0.663
O -1.92 -2.78 2.86 -0.630
N -3.33 -3.87 4.22 -0.403
N -2.72 -4.85 2.58 -0.332
H -3.26 -3.15 4.93 0.199
H -4.06 -4.56 4.31 0.180
H -2.22 -5.15 1.76 0.189
H -3.18 -5.55 3.14 0.182
C 3.40 -0.33 4.58 0.575
O 2.55 -0.28 3.74 -0.591
N 4.69 -0.14 4.33 -0.415
N 3.04 -0.56 5.84 -0.403
H 4.89 -0.40 3.38 0.228
H 5.42 -0.31 5.01 0.227
H 3.84 -0.82 6.40 0.192
H 2.08 -0.80 6.06 0.228
C -4.15 -1.95 -2.62 0.631
O -3.27 -1.52 -1.87 -0.657
N -5.42 -1.55 -2.52 -0.393
N -3.95 -2.68 -3.68 -0.379
H -6.13 -1.68 -3.23 0.197
H -5.60 -0.86 -1.80 0.203
H -4.73 -3.05 -4.20 0.200
H -2.97 -2.87 -3.83 0.227
C 1.77 -1.88 -4.72 0.712
O 1.24 -1.31 -3.82 -0.666
N 1.20 -2.19 -5.84 -0.376
N 2.93 -2.43 -4.58 -0.365
H 0.25 -1.89 -5.99 0.207
H 1.75 -2.70 -6.53 0.173
H 3.29 -3.01 -5.33 0.151
H 3.45 -2.45 -3.72 0.201
C -0.86 3.42 -3.89 0.635
O -0.91 2.89 -2.75 -0.675
N -0.39 4.56 -4.25 -0.366
N -1.19 2.73 -4.96 -0.373
H -0.40 4.88 -5.21 0.209
H -0.49 5.26 -3.54 0.254
H -1.12 3.08 -5.91 0.165
H -1.42 1.75 -4.83 0.209
```

Results
Charge: +3
Gap between HOMO and LUMO in Ha: 0.106
LUMO in eV: -12.83
Energy relative to the best compared isomer or geometry (same formula, charge and spin) in eV: 15.802

3.
The following is a quantum chemistry calculation of 9 unconnected molecules or ions with the total composition C9H36O9 at a distorted geometry, from the Open Molecules 2025 dataset.

Geometry as XYZ:
```
54
Properties=species:S:1:pos:R:3:mulliken_charge:R:1
C -1.20 4.52 3.17 -0.767
O -0.90 3.37 2.40 -0.491
H -1.59 5.39 2.58 0.233
H -0.29 4.72 3.71 0.359
H -1.94 4.34 3.93 0.261
H -0.01 3.50 2.15 0.397
C 1.72 0.77 -1.84 -0.299
O 1.88 1.19 -0.55 -0.483
H 1.24 -0.15 -1.84 -0.367
H 2.63 0.53 -2.26 0.580
H 1.16 1.41 -2.51 0.313
H 1.03 1.03 -0.14 0.169
C 0.97 -1.94 0.65 0.052
O 1.88 -2.83 1.30 -0.593
H 1.44 -0.98 0.47 0.256
H 0.12 -1.77 1.23 0.175
H 0.59 -2.36 -0.26 0.008
H 1.52 -3.74 1.33 0.306
C 0.12 -2.85 -2.80 -0.613
O -1.03 -2.07 -2.63 -0.611
H 1.04 -2.25 -2.82 0.146
H 0.21 -3.35 -3.76 0.319
H 0.16 -3.60 -2.01 0.197
H -1.41 -2.40 -1.81 0.294
C 0.89 -0.46 -5.00 -0.610
O -0.16 0.01 -4.19 -0.549
H 0.61 -1.17 -5.81 0.272
H 1.61 -0.93 -4.29 0.219
H 1.37 0.37 -5.52 0.266
H -0.53 -0.76 -3.74 0.477
C -2.00 0.64 3.56 -0.102
O -2.29 -0.47 4.40 -0.579
H -2.69 0.59 2.69 0.077
H -0.98 0.59 3.16 0.073
H -2.09 1.57 4.18 0.226
H -2.06 -0.26 5.32 0.321
C -1.20 0.32 -0.06 0.101
O -0.36 1.10 0.73 -0.391
H -1.63 -0.54 0.45 0.110
H -0.63 -0.15 -0.86 -0.336
H -1.98 0.90 -0.53 0.447
H -0.86 1.81 1.12 0.305
C -1.95 -4.31 -0.35 -0.890
O -1.91 -2.95 0.09 -0.486
H -2.26 -4.53 -1.30 0.361
H -2.71 -4.85 0.20 0.374
H -0.99 -4.82 -0.16 0.300
H -1.92 -2.97 1.07 0.326
C 3.12 3.72 1.04 -0.496
O 1.90 3.32 1.59 -0.511
H 3.36 2.89 0.36 0.167
H 3.89 3.75 1.81 0.259
H 3.08 4.76 0.61 0.226
H 2.02 2.37 1.76 0.202
```

Results
SMILES: CO.CO.CO.CO.CO.CO.CO.CO.CO
Charge: 0
Gap between HOMO and LUMO in Ha: 0.362
LUMO in eV: 0.34
Energy relative to the best compared isomer or geometry (same formula, charge and spin) in eV: 6.082

4.
The following is a quantum chemistry calculation of 11 unconnected molecules or ions with the total composition C9H39NO11 at a distorted geometry, from the Open Molecules 2025 dataset.

Geometry as XYZ:
```
60
Properties=species:S:1:pos:R:3:mulliken_charge:R:1
C 2.11 -3.32 -2.19 -1.725
C 1.71 -1.85 -2.60 1.491
C 0.55 -1.46 -1.60 -1.659
C 0.17 0.01 -1.50 0.079
C 1.40 0.91 -1.38 -1.664
C 2.50 0.56 -2.43 1.714
N 2.79 -0.96 -2.38 0.537
O 3.95 -1.30 -3.08 -0.308
C 2.07 1.18 -3.85 -1.589
C 3.76 1.34 -1.97 -1.981
C 1.07 -1.86 -4.04 -1.497
H 2.23 -3.40 -1.11 0.380
H 3.05 -3.59 -2.68 0.483
H 1.35 -3.99 -2.57 0.415
H -0.31 -2.13 -1.56 0.626
H 0.89 -1.62 -0.58 0.378
H -0.44 0.01 -0.59 -0.025
H -0.51 0.34 -2.29 0.306
H 1.88 0.67 -0.43 0.431
H 1.18 1.97 -1.29 0.559
H 2.38 2.22 -3.79 0.451
H 2.61 0.72 -4.68 0.388
H 0.98 1.09 -3.89 0.361
H 4.32 0.86 -1.16 0.460
H 4.35 1.45 -2.88 0.497
H 3.64 2.34 -1.56 0.376
H 1.81 -1.52 -4.77 0.342
H 0.20 -1.21 -4.20 0.317
H 0.64 -2.82 -4.32 0.407
H 4.59 -1.19 -2.38 0.391
O -2.67 -1.01 4.03 -0.672
H -3.56 -0.72 4.21 0.237
H -2.16 -0.69 4.78 0.374
O -2.21 -3.05 2.22 -0.644
H -2.29 -2.49 2.99 0.387
H -2.67 -2.57 1.53 0.312
O -3.82 2.19 3.39 -0.554
H -4.30 2.80 3.95 0.286
H -4.01 2.47 2.50 0.335
O 0.97 -1.56 2.55 -0.560
H 0.59 -0.96 3.19 0.289
H 0.97 -2.41 2.99 0.296
O -0.92 0.29 5.78 -0.722
H -0.32 0.46 5.05 0.400
H -1.19 1.16 6.07 0.294
O -1.65 0.52 1.72 0.031
H -1.71 0.22 2.63 0.135
H -1.71 1.47 1.77 0.139
O 0.58 1.32 3.97 -0.577
H 1.54 1.35 3.95 0.287
H 0.31 2.04 3.41 0.226
O -4.37 3.29 0.70 -0.663
H -5.07 3.57 0.12 0.314
H -4.00 2.52 0.27 0.290
O -1.28 2.83 -0.17 -0.546
H -1.34 3.76 -0.40 0.279
H -0.41 2.74 0.21 0.239
O -3.39 -1.25 -0.18 -0.705
H -4.16 -0.95 0.30 0.302
H -2.67 -0.75 0.21 0.252
```

Results
<S²>: 0.7543
Multiplicity: 2
Charge: +1
Gap between HOMO and LUMO (alpha / beta) in Ha: 0.347 / 0.186
LUMO (alpha / beta) in eV: -2.58 / -6.96
Energy relative to the best compared isomer or geometry (same formula, charge and spin) in eV: 1.070

5.
The following is a quantum chemistry calculation of a molecular structure, C9H40BCrO9 at a distorted geometry, from the Open Molecules 2025 dataset.

Geometry as XYZ:
```
60
Properties=species:S:1:pos:R:3:mulliken_charge:R:1
Cr 12.54 3.43 18.79 -0.437
B 14.17 2.17 18.48 2.016
H 14.22 3.23 18.29 0.065
H 15.03 1.63 18.12 -0.725
H 14.05 2.00 19.54 -0.317
H 13.28 1.80 18.00 -0.054
C 13.31 0.95 23.15 -0.304
O 14.23 -0.11 23.51 -0.024
H 13.11 0.84 22.09 0.120
H 12.40 0.89 23.75 0.418
H 13.80 1.91 23.32 0.232
H 15.05 0.02 23.04 0.458
C 14.33 5.99 17.58 -0.827
O 13.48 5.36 18.56 -0.026
H 13.78 6.69 16.95 0.321
H 15.13 6.49 18.13 0.416
H 14.87 5.24 16.99 0.253
H 13.28 6.05 19.20 0.241
C 14.58 4.26 21.33 -0.390
O 13.28 3.92 20.85 -0.080
H 14.62 5.34 21.49 0.316
H 14.78 3.66 22.21 0.252
H 15.24 4.08 20.49 0.059
H 12.72 4.04 21.62 0.240
C 16.61 0.78 20.85 -0.475
O 16.56 0.56 22.23 -0.587
H 16.54 -0.13 20.26 0.301
H 15.75 1.39 20.58 -0.224
H 17.55 1.27 20.59 0.492
H 17.45 0.76 22.51 0.362
C 10.52 1.22 15.85 -0.766
O 10.76 1.26 17.26 -0.374
H 9.92 2.06 15.49 0.296
H 11.45 1.18 15.29 0.257
H 10.02 0.29 15.56 0.363
H 9.90 1.19 17.67 0.274
C 17.53 3.13 18.05 -0.066
O 18.86 3.48 18.38 -0.521
H 17.52 2.33 17.31 0.290
H 16.91 2.76 18.86 -0.257
H 16.99 3.97 17.60 0.158
H 19.28 2.65 18.59 0.346
C 16.26 -0.21 16.21 -0.476
O 15.68 -0.62 17.43 -0.508
H 16.45 0.86 16.20 0.070
H 17.27 -0.61 16.14 0.316
H 15.66 -0.54 15.36 0.263
H 15.14 0.08 17.80 0.209
C 10.56 1.87 20.87 -0.667
O 11.60 1.76 19.87 -0.156
H 10.86 1.42 21.82 0.146
H 10.33 2.92 21.08 0.336
H 9.64 1.35 20.60 0.350
H 11.80 0.82 19.81 0.211
C 11.52 4.54 15.84 -1.040
O 12.38 3.67 16.68 0.493
H 11.93 5.51 15.56 0.319
H 11.22 4.03 14.92 0.389
H 10.52 4.76 16.22 0.400
H 12.95 3.32 15.99 0.251
```

Results
<S²>: 6.0452
Multiplicity: 5
Charge: +3
Gap between HOMO and LUMO (alpha / beta) in Ha: 0.152 / 0.095
LUMO (alpha / beta) in eV: -13.09 / -14.64

6.
The following is a quantum chemistry calculation of 21 unconnected molecules or ions with the total composition C9H47N3O25 at a distorted geometry, from the Open Molecules 2025 dataset.

Geometry as XYZ:
```
84
Properties=species:S:1:pos:R:3:mulliken_charge:R:1
O -3.44 2.45 2.22 -0.449
O -1.31 -0.83 2.23 -0.393
O -4.68 0.75 -2.40 -0.593
O -4.69 2.61 -0.38 -0.545
O 0.27 2.65 0.92 -0.512
N -2.48 2.47 1.46 0.466
N -0.61 -1.53 1.47 -0.348
C -3.67 1.04 -1.76 0.210
C -3.69 1.88 -0.59 0.278
C -0.03 1.49 0.68 0.019
C -2.46 0.47 -2.19 -0.287
C -1.24 0.69 -1.53 -0.271
C -2.43 1.92 0.22 0.932
C -1.25 1.42 -0.22 0.490
N 0.39 -1.00 0.76 0.935
C 1.23 -2.05 0.11 -0.371
C 0.92 0.33 0.91 -0.836
H -2.55 -0.33 -2.97 0.303
H -0.31 0.21 -1.88 0.324
H 0.80 -3.08 0.21 0.144
H 2.21 -2.07 0.53 0.066
H 1.31 -1.92 -1.05 0.210
H 1.28 0.47 1.93 0.063
H 1.80 0.42 0.30 0.343
O -1.61 -2.85 -2.61 -0.605
H -2.34 -2.62 -1.94 0.389
H -1.26 -3.78 -2.39 0.237
O -3.80 0.77 -5.59 -0.598
H -3.59 1.66 -6.03 0.300
H -4.80 0.63 -5.63 0.307
O -0.13 1.24 -5.01 -0.657
H -0.30 0.24 -4.98 0.420
H -0.99 1.69 -5.31 0.240
O 3.69 -3.76 -0.70 -0.592
H 3.37 -4.32 0.07 0.393
H 4.04 -2.88 -0.33 0.356
O -0.74 -5.44 1.10 -0.731
H -0.80 -6.37 1.49 0.348
H -0.78 -4.78 1.86 0.351
O -2.48 -2.57 4.33 -0.634
H -2.06 -1.69 4.57 0.329
H -1.77 -3.29 4.38 0.299
O -0.98 -1.26 -4.83 -0.683
H -1.95 -1.29 -5.14 0.308
H -0.88 -1.91 -4.05 0.358
O -3.56 -2.75 -0.71 -0.672
H -3.60 -2.57 0.29 0.325
H -3.87 -3.69 -0.88 0.289
O 2.60 -0.44 4.35 -0.637
H 3.23 -0.71 3.61 0.385
H 2.39 0.54 4.24 0.374
O 3.82 -0.75 -2.39 -0.669
H 3.25 0.09 -2.32 0.392
H 3.88 -1.00 -3.37 0.303
O 4.40 -1.23 2.30 -0.677
H 5.17 -1.31 2.95 0.274
H 4.77 -1.35 1.36 0.383
O -1.23 3.85 4.07 -0.661
H -1.33 4.42 3.24 0.404
H -2.02 4.03 4.67 0.297
O 1.13 2.07 4.08 -0.622
H 1.72 2.78 3.68 0.294
H 0.19 2.42 4.14 0.246
O -1.73 0.36 5.08 -0.720
H -0.91 -0.21 5.25 0.352
H -1.78 0.54 4.09 0.338
O 2.08 4.77 -0.67 -0.585
H 2.70 3.97 -0.65 0.284
H 1.28 4.53 -1.23 0.340
O -1.29 4.04 -2.19 -0.580
H -1.39 4.80 -2.86 0.275
H -1.21 3.17 -2.70 0.306
O -1.46 5.53 2.08 -0.701
H -0.60 6.05 1.99 0.327
H -1.89 5.47 1.16 0.315
O 1.98 -5.26 1.02 -0.679
H 2.21 -4.69 1.82 0.334
H 0.98 -5.38 0.99 0.339
O 2.50 1.82 -2.13 -0.634
H 2.43 2.25 -3.04 0.307
H 3.09 2.41 -1.55 0.229
O 5.51 -1.67 -0.34 -0.784
H 4.93 -1.51 -1.15 0.306
H 6.39 -1.20 -0.49 0.287
```

Results
Charge: 0
Gap between HOMO and LUMO in Ha: 0.227
LUMO in eV: -2.42